Record 1
Formula: C30H75ClN5O10
Source: OMol25
Level of theory: the ωB97M-V functional and the def2-TZVPD basis

Properties
Relative energy (zero: lowest compared OMol25 entry of this formula, charge and spin): 38.7 kcal/mol
Net charge: -1
Max |F|: 2.790 eV Å⁻¹
HOMO level: -3.37 eV

Last column: Mulliken charge in e.
Atoms and positions in Å:
Cl: 3.7338 -20.3938 2.7355  -1.002
C: 10.8687 -30.2046 -0.1345  -0.776
O: 11.0545 -29.1606 0.7770  -0.283
C: 11.3934 -27.9846 0.1642  -0.578
C: 11.8166 -26.8654 1.2023  -0.778
N: 10.6931 -26.2431 1.8895  -0.363
C: 11.1541 -25.2137 2.8211  -0.701
C: 9.9888 -24.6690 3.7500  -0.577
O: 9.6711 -25.7008 4.7051  -0.281
C: 8.7581 -25.3314 5.6689  -0.702
H: 11.5887 -30.2525 -0.9514  0.312
H: 9.9355 -30.1028 -0.6886  0.308
H: 10.7457 -31.1837 0.3283  0.269
H: 10.5640 -27.6319 -0.4488  0.334
H: 12.2118 -28.0772 -0.5498  0.405
H: 12.3678 -26.0489 0.7357  0.445
H: 12.4998 -27.2433 1.9629  0.393
H: 10.2836 -26.9764 2.4505  0.246
H: 11.5412 -24.3554 2.2720  0.388
H: 12.0104 -25.5973 3.3757  0.378
H: 9.1319 -24.3925 3.1358  0.362
H: 10.3872 -23.7144 4.0938  0.385
H: 9.0589 -24.4081 6.1641  0.309
H: 8.6350 -26.0965 6.4354  0.221
H: 7.8277 -25.1391 5.1345  0.285
C: 5.6867 -21.2255 -3.2441  -0.785
O: 4.3717 -20.8286 -3.7227  -0.309
C: 4.3251 -20.1672 -5.0201  -0.710
C: 3.0473 -19.3690 -5.1993  -0.434
N: 2.2474 -19.0715 -3.9945  -0.367
C: 2.9602 -18.2065 -3.0936  -0.588
C: 2.7836 -16.7318 -3.5348  -0.515
O: 1.4027 -16.4190 -3.6588  -0.325
C: 1.2373 -15.0435 -3.9406  -0.792
H: 6.3374 -20.3585 -3.1302  0.313
H: 6.1873 -21.8564 -3.9786  0.309
H: 5.6089 -21.7638 -2.2996  0.276
H: 4.4522 -20.9293 -5.7890  0.430
H: 5.2306 -19.5683 -5.1171  0.360
H: 2.4286 -19.7964 -5.9884  0.412
H: 3.3147 -18.4118 -5.6470  0.216
H: 1.3923 -18.5736 -4.1967  0.321
H: 3.9983 -18.5043 -2.9459  0.212
H: 2.5751 -18.2376 -2.0744  0.332
H: 3.1855 -16.5963 -4.5390  0.279
H: 3.3078 -15.9359 -3.0058  0.487
H: 1.7051 -14.7466 -4.8793  0.316
H: 1.6660 -14.4216 -3.1548  0.312
H: 0.1782 -14.7901 -3.9875  0.252
C: 5.8498 -12.2702 2.9969  -0.552
O: 7.2035 -12.7699 3.0403  -0.351
C: 7.3788 -14.1856 2.9089  -0.802
C: 6.8687 -15.0760 4.0477  -0.556
N: 7.3676 -14.5464 5.3138  -0.351
C: 6.3886 -14.5827 6.3936  -0.487
C: 6.1557 -16.0467 6.8716  -0.507
O: 5.8879 -16.0820 8.2711  -0.402
C: 4.5104 -15.7123 8.5039  -0.730
H: 5.3172 -12.6790 3.8556  0.154
H: 5.3296 -12.6779 2.1301  0.300
H: 5.8132 -11.1816 2.9545  0.241
H: 8.4682 -14.2224 2.9196  0.344
H: 6.9440 -14.5670 1.9851  0.411
H: 7.2995 -16.0648 3.8903  0.346
H: 5.7837 -15.1671 3.9957  0.361
H: 7.8295 -13.6638 5.1472  0.296
H: 5.5173 -13.9856 6.1241  0.270
H: 6.7938 -13.9998 7.2207  0.417
H: 7.0832 -16.5882 6.6859  0.363
H: 5.4473 -16.5449 6.2098  0.361
H: 4.2056 -15.7541 9.5496  0.285
H: 3.8576 -16.4533 8.0426  0.313
H: 4.2734 -14.7463 8.0580  0.274
C: -4.0058 -23.0798 2.5230  -0.724
O: -2.6587 -22.5058 2.5821  -0.313
C: -2.5218 -21.4088 3.4963  -0.649
C: -3.1483 -20.1380 2.9356  -0.428
N: -2.4457 -19.7995 1.6865  -0.368
C: -3.1170 -18.6984 0.9771  -0.748
C: -2.9303 -17.3784 1.7277  -0.518
O: -1.5707 -17.1545 2.0795  -0.327
C: -1.2744 -15.9246 2.7409  -0.800
H: -4.8059 -22.5076 2.0533  0.252
H: -4.3991 -23.3311 3.5081  0.315
H: -3.7850 -24.0304 2.0375  0.263
H: -1.4616 -21.3241 3.7348  0.393
H: -3.0390 -21.6218 4.4319  0.361
H: -3.0783 -19.3570 3.6929  0.298
H: -4.1550 -20.3880 2.6006  0.237
H: -1.7011 -19.2160 2.0403  0.358
H: -4.1598 -18.9895 0.8513  0.329
H: -2.7366 -18.6408 -0.0427  0.363
H: -3.5936 -17.3318 2.5914  0.347
H: -3.1808 -16.5714 1.0390  0.477
H: -0.2329 -15.8726 3.0584  0.272
H: -1.8532 -15.7870 3.6542  0.319
H: -1.4529 -15.0773 2.0789  0.292
C: 4.4110 -28.0942 -0.4265  -0.701
O: 4.1047 -27.3638 0.7483  -0.289
C: 4.4404 -28.0744 1.8629  -0.614
C: 4.3533 -27.1786 3.0960  -0.582
N: 3.0165 -26.6619 3.4145  -0.311
C: 2.3368 -27.6480 4.2317  -0.676
C: 2.6764 -27.5074 5.6735  -0.491
O: 2.1364 -26.3211 6.2539  -0.292
C: 2.2388 -26.1434 7.6427  -0.731
H: 3.7469 -28.9568 -0.4813  0.280
H: 5.4532 -28.4066 -0.3608  0.275
H: 4.2342 -27.4681 -1.3011  0.252
H: 5.4520 -28.4726 1.7835  0.373
H: 3.8028 -28.9583 1.8822  0.317
H: 4.9551 -26.3019 2.8566  0.423
H: 4.8670 -27.6320 3.9437  0.321
H: 3.3100 -25.9116 4.0236  0.275
H: 2.5256 -28.6829 3.9460  0.284
H: 1.2725 -27.5013 4.0476  0.360
H: 3.7395 -27.6885 5.8320  0.338
H: 2.1001 -28.3125 6.1294  0.374
H: 1.7580 -25.1996 7.9001  0.246
H: 3.2845 -25.9813 7.9042  0.290
H: 1.7958 -26.9874 8.1714  0.279

Cartesian forces (eV/Å) of the 2 atoms listed first:
Cl 0.1 0.1 0.1
C -1.1 -0.4 -0.8

Record 2
Formula: C30H75ClN5O14
Source: OMol25
Level of theory: the ωB97M-V functional and the def2-TZVPD basis

Properties
Relative energy (zero: lowest compared OMol25 entry of this formula, charge and spin): 162.8 kcal/mol
Net charge: -1
Max |F|: 3.619 eV Å⁻¹
HOMO level: -5.31 eV

Last column: Mulliken charge in e.
Atoms and positions in Å:
Cl: -1.9191 10.5145 8.8999  1.599
O: -1.0559 11.4760 9.5413  -0.637
O: -1.1832 9.4911 8.2751  -0.644
O: -2.6444 9.7856 9.9293  -0.681
O: -2.8435 11.0644 7.9540  -0.637
C: 10.4711 9.0115 6.7326  -0.859
O: 9.3711 9.6439 7.4187  -0.295
C: 8.4456 8.6852 7.8201  -0.300
C: 7.1421 9.4890 7.9166  -0.896
N: 7.0010 10.5002 8.9829  -0.264
C: 6.9590 9.8754 10.3104  -0.352
C: 6.8680 10.8301 11.5523  -0.789
O: 8.1260 11.5966 11.4464  -0.303
C: 8.9855 11.3064 12.5862  -0.716
H: 10.4775 8.8385 5.6564  0.289
H: 10.8323 8.1223 7.2493  0.358
H: 11.2187 9.7915 6.8770  0.268
H: 8.5308 8.2563 8.8185  0.258
H: 8.3984 7.8717 7.0961  0.439
H: 6.3384 8.7970 7.6652  0.400
H: 7.2410 10.1877 7.0858  0.339
H: 6.0401 10.7834 8.8540  0.267
H: 7.8102 9.2199 10.4948  0.224
H: 6.0929 9.2270 10.4424  0.373
H: 6.6122 10.3289 12.4858  0.396
H: 6.0463 11.5197 11.3593  0.350
H: 9.9657 11.6895 12.3021  0.238
H: 8.9948 10.2166 12.5660  0.307
H: 8.5595 11.6666 13.5226  0.268
C: 12.8531 16.8773 11.1388  -0.769
O: 11.3946 17.1602 11.0940  -0.285
C: 10.9391 18.4424 11.4954  -0.525
C: 9.5907 18.2358 12.1368  -0.757
N: 8.6235 17.9246 11.1627  -0.087
C: 7.3026 17.8294 11.7756  -0.644
C: 6.2292 17.3748 10.7167  -0.516
O: 6.6677 16.7540 9.4783  -0.294
C: 5.7298 16.7031 8.4124  -0.767
H: 13.2950 17.7804 10.7178  0.304
H: 13.2237 16.0034 10.6031  0.242
H: 13.2699 16.8354 12.1451  0.302
H: 10.8812 19.0444 10.5885  0.267
H: 11.6158 18.9671 12.1698  0.413
H: 9.4151 19.1584 12.6899  0.423
H: 9.6181 17.4946 12.9355  0.326
H: 8.5104 18.6205 10.4395  0.181
H: 6.9612 18.8142 12.0946  0.287
H: 7.3553 17.1185 12.6001  0.371
H: 5.6790 18.2780 10.4531  0.350
H: 5.5386 16.6905 11.2096  0.322
H: 6.2072 16.7980 7.4371  0.242
H: 4.9886 17.5020 8.3947  0.314
H: 5.1050 15.8146 8.5039  0.300
C: 3.9711 -0.2073 19.3377  -0.722
O: 3.1560 0.8014 19.8636  -0.466
C: 3.8593 1.9953 20.2724  -0.444
C: 4.1153 2.8494 18.9832  -0.591
N: 2.8874 2.7165 18.1369  -0.456
C: 1.6995 3.5492 18.5278  -0.463
C: 2.0310 5.0684 18.1956  -0.478
O: 0.9681 5.9498 18.6080  -0.373
C: 0.4346 6.7192 17.5458  -0.700
H: 3.4640 -1.1667 19.4398  0.283
H: 4.9867 -0.2506 19.7310  0.310
H: 4.0411 -0.1433 18.2518  0.296
H: 4.8714 1.8500 20.6500  0.359
H: 3.3510 2.5149 21.0847  0.362
H: 4.9594 2.5558 18.3593  0.289
H: 4.3694 3.8915 19.1775  0.339
H: 2.6744 1.7474 18.3253  0.353
H: 1.3352 3.3927 19.5431  0.302
H: 0.8535 3.1069 18.0016  0.350
H: 2.4106 5.2793 17.1959  0.429
H: 2.8842 5.3385 18.8179  0.163
H: 1.2381 7.3382 17.1466  0.312
H: -0.2011 7.4971 17.9689  0.254
H: -0.0606 6.0828 16.8125  0.291
C: -0.6492 20.6257 13.0934  -0.696
O: -1.2407 19.3736 13.4714  -0.353
C: -2.0760 18.8173 12.4206  -0.527
C: -2.7933 17.6051 12.8905  -0.566
N: -4.2106 17.5575 12.4983  -0.460
C: -4.4668 17.0463 11.1276  -0.512
C: -5.8965 16.5415 10.8856  -0.542
O: -6.3755 15.7552 11.9532  -0.368
C: -6.7264 14.3994 11.7071  -0.659
H: -1.2424 21.5219 13.2755  0.267
H: -0.3122 20.5582 12.0591  0.289
H: 0.2050 20.8796 13.7210  0.267
H: -1.4808 18.5861 11.5373  0.342
H: -2.8601 19.5125 12.1204  0.335
H: -2.8307 17.4616 13.9704  0.413
H: -2.3416 16.6483 12.6285  0.381
H: -4.7453 17.0165 13.1627  0.267
H: -3.7994 16.1927 11.0096  0.344
H: -4.1605 17.8143 10.4174  0.247
H: -5.9670 16.0204 9.9309  0.397
H: -6.5240 17.4103 10.6867  0.348
H: -6.7142 14.0585 10.6718  0.308
H: -7.7099 14.1517 12.1065  0.218
H: -6.0415 13.7707 12.2762  0.263
C: 1.0057 11.2781 0.2241  -0.762
O: 0.8181 9.9003 0.0845  -0.295
C: 1.7676 9.0665 0.8220  -0.586
C: 1.4197 7.6273 0.7390  -0.653
N: 1.0910 7.4365 -0.6547  -0.280
C: 0.8175 6.0576 -0.9359  -0.565
C: 0.2566 5.9850 -2.3938  -0.678
O: -0.9758 6.5530 -2.6270  -0.304
C: -2.0916 5.6834 -2.6650  -0.796
H: 0.2852 11.9319 -0.2673  0.235
H: 2.0518 11.4923 0.0051  0.334
H: 1.0428 11.4650 1.2973  0.312
H: 1.6359 9.2876 1.8812  0.394
H: 2.8470 9.0889 0.6715  0.335
H: 0.6347 7.4112 1.4637  0.353
H: 2.2529 6.9588 0.9556  0.336
H: 0.2961 7.9933 -0.9343  0.273
H: 0.0476 5.6417 -0.2859  0.328
H: 1.6817 5.3938 -0.9633  0.326
H: 0.2368 4.8991 -2.4854  0.406
H: 0.9118 6.3510 -3.1843  0.346
H: -2.9329 6.2817 -3.0150  0.282
H: -2.4597 5.2426 -1.7386  0.321
H: -2.0935 4.7971 -3.2995  0.338

Cartesian forces (eV/Å) of the 2 atoms listed first:
Cl -1.3 -2.0 2.2
O -0.2 0.7 -0.7

Number 1: frontier orbital gap 5.5704 eV. Number 2: frontier orbital gap 7.2288 eV.